No. 1
Below is 2 unconnected molecules or ions with the total composition C5H7NO2 in a non-equilibrium geometry, with properties calculated with ωB97M-V/def2-TZVPD.

Results
- Orbital gap: 10.049 eV
- Structure (SMILES): C[C@@H](O)C#N.C=C=O
- Largest force on an atom: 3.3 eV/Å
- E_LUMO: 0.04 eV
- Energy relative to the best compared isomer or geometry (same formula, charge and spin): 260.3 kJ/mol

Element x y z (Å)
C 1.8520 -0.1707 -0.5627
C 0.9016 -0.9185 0.3710
O 0.5370 -0.2471 1.4865
C -0.4084 -1.2959 -0.5207
N -1.3093 -1.8187 -1.0115
H 1.4069 0.7592 -0.9069
H 2.1010 -0.7790 -1.4294
H 2.7705 0.0625 -0.0180
H 1.2856 -1.9146 0.6330
H -0.3999 0.3877 1.2831
C -1.7277 1.0933 0.7158
C -1.5301 1.0692 -0.6122
O -1.2265 1.3729 -1.6821
H -1.8581 2.0696 1.1619
H -2.3946 0.3302 1.0923

=====

No. 2
Below is a molecular structure, C42H52CdO5P2 in a non-equilibrium geometry, with properties calculated with ωB97M-V/def2-TZVPD.

Results
- Orbital gap: 6.621 eV
- Largest force on an atom: 1.4 eV/Å
- E_LUMO: -0.05 eV
- Energy relative to the best compared isomer or geometry (same formula, charge and spin): 390.6 kJ/mol

Element x y z (Å)
Cd 0.5689 -0.0175 -0.6519
C -2.7178 -1.9011 -0.7524
C -1.5763 -2.5772 -0.0009
C -0.6171 -3.2486 -0.9515
C -1.2264 -3.6190 -2.2980
C 0.6899 -3.5355 -0.7766
C 1.4882 -3.8964 -2.0262
C 1.5013 -3.6008 0.4693
C 2.6417 -4.6131 0.4118
C 1.3679 -2.9073 1.6075
C 2.4763 -2.9661 2.6436
C 0.2295 -2.0334 2.0615
C -0.1517 -2.4571 3.5033
H -2.3608 -1.4307 -1.6665
H -3.2030 -1.1410 -0.1612
H -3.4865 -2.6261 -1.0200
H -2.2818 -3.8576 -2.1849
H -0.7462 -4.5032 -2.7133
H -1.1419 -2.8220 -3.0431
H 1.3916 -4.9487 -2.3106
H 2.5435 -3.6805 -1.8757
H 1.1628 -3.2978 -2.8750
H 3.5963 -4.1496 0.1474
H 2.4367 -5.3970 -0.3148
H 2.7683 -5.0970 1.3793
H 2.3399 -3.7853 3.3566
H 2.5030 -2.0350 3.2140
H 3.4521 -3.0870 2.1766
H -0.2559 -3.5435 3.5588
H -1.1083 -2.0153 3.7867
H 0.5900 -2.1435 4.2369
C -4.4222 3.7509 0.3924
C -4.2562 2.5694 -0.3160
C -3.2105 1.7123 0.0006
C -2.3190 2.0369 1.0189
C -2.4745 3.2381 1.7063
C -3.5319 4.0845 1.4047
P -0.8575 1.0044 1.3586
C -1.8076 -0.6542 1.7144
C -3.0822 -0.6789 2.1369
C -3.8170 -1.9273 2.3077
C -3.2927 -3.1037 1.9454
C -1.9593 -3.2062 1.3298
C -1.1112 -1.9230 1.3120
C -0.2187 1.2472 3.0659
C -0.7519 0.8559 4.2633
C 0.0098 0.9928 5.4491
C 1.3008 1.4492 5.4191
C 1.8841 1.8712 4.1995
C 3.2014 2.3825 4.0566
C 3.6418 2.8448 2.8433
C 2.8010 2.8471 1.7083
C 1.5422 2.3230 1.8077
C 1.0877 1.8065 3.0442
H -5.2416 4.4181 0.1529
H -4.9394 2.3166 -1.1182
H -3.0814 0.7862 -0.5447
H -1.7600 3.5043 2.4784
H -3.6547 5.0099 1.9546
H -3.5912 0.2474 2.3883
H -4.7887 -1.8889 2.7891
H -3.8046 -4.0302 2.1847
H -1.4171 -4.1198 1.5482
H 0.6342 -1.0248 2.1405
H -1.7434 0.4219 4.3061
H -0.4323 0.7001 6.3942
H 1.8828 1.5118 6.3328
H 3.8499 2.4153 4.9254
H 4.6462 3.2427 2.7579
H 3.1403 3.2688 0.7681
C 3.6912 -0.5632 -0.5502
O 2.5617 -0.0974 -1.2315
H 4.0279 -1.5400 -0.9240
H 3.5431 -0.6622 0.5343
H 4.5318 0.1322 -0.6920
O 0.4113 3.0082 -0.2006
C 0.4077 2.3900 0.8472
C 3.3412 1.8903 -4.5810
C 2.5087 0.6298 -4.4047
O 1.1084 0.9058 -4.1481
P 0.5416 1.6956 -2.8322
O -1.0559 1.5864 -3.1989
C -1.7004 0.3266 -3.2918
C -1.8937 -0.1047 -4.7332
O 0.7445 3.2258 -3.2667
C -0.2857 4.2271 -3.2669
C 0.3743 5.5794 -3.1207
H 4.3225 1.6392 -4.9889
H 3.4759 2.3903 -3.6188
H 2.8421 2.5876 -5.2556
H 2.8949 0.0267 -3.5875
H 2.5123 0.0391 -5.3200
H -2.6656 0.4259 -2.7932
H -1.1258 -0.4424 -2.7542
H -2.5122 0.6266 -5.2570
H -2.3908 -1.0782 -4.7693
H -0.9296 -0.1700 -5.2366
H -0.9844 4.0458 -2.4501
H -0.8339 4.1640 -4.2082
H 0.8523 5.6668 -2.1429
H -0.3782 6.3643 -3.2213
H 1.1330 5.7158 -3.8934

=====

No. 3
Below is a molecular structure, C34H35F4N4NiO2SSi in a non-equilibrium geometry, with properties calculated with ωB97M-V/def2-TZVPD.

Results
- Orbital gap (spin up / spin down): 4.641 / 4.439 eV
- Largest force on an atom: 1.3 eV/Å
- E_LUMO (spin up / spin down): 3.97 / 3.97 eV
- Energy relative to the best compared isomer or geometry (same formula, charge and spin): 25.7 kJ/mol
- Total charge: -2
- Spin multiplicity: 2

Element x y z (Å)
Ni -0.1073 0.6843 -1.4190
C 3.1095 -3.4394 3.3893
C 3.5884 -2.0661 3.7755
C 4.4009 -1.8701 4.8820
C 4.8410 -0.6060 5.2526
C 4.4861 0.4827 4.4707
C 3.6891 0.3157 3.3496
C 3.2065 -0.9515 3.0063
N 2.3981 -1.1694 1.8984
C 1.4804 -0.3275 1.2647
N 1.0809 0.7215 2.0347
C 0.3334 1.8726 1.7066
C 0.2970 2.3787 0.3889
C -0.6138 3.4197 0.1212
C -1.3289 4.0229 1.1343
C -1.1997 3.5731 2.4452
C -0.3892 2.4814 2.7313
C -0.3229 1.9381 4.1368
N 1.0056 -0.6249 0.1077
C 1.6108 -1.6991 -0.5893
C 2.8997 -1.5912 -1.1124
C 3.4642 -2.6415 -1.8189
C 2.7532 -3.8202 -1.9960
C 1.4777 -3.9324 -1.4609
C 0.8890 -2.8900 -0.7530
C -0.4981 -3.0139 -0.1870
H 3.4489 -4.1806 4.1125
H 3.4841 -3.7361 2.4049
H 2.0182 -3.4741 3.3441
H 4.6969 -2.7312 5.4721
H 5.4654 -0.4770 6.1279
H 4.8497 1.4717 4.7216
H 3.4668 1.1574 2.7031
H 2.4981 -2.0546 1.4268
H 1.2709 0.6000 3.0130
H -0.6876 3.7640 -0.9019
H -1.9915 4.8513 0.9106
H -1.7590 4.0454 3.2455
H -0.9524 2.5356 4.7954
H 0.6952 1.9572 4.5418
H -0.6805 0.9034 4.1764
H 3.4267 -0.6515 -0.9961
H 4.4530 -2.5295 -2.2479
H 3.1795 -4.6415 -2.5598
H 0.9132 -4.8467 -1.6074
H -0.9435 -3.9666 -0.4751
H -1.1167 -2.2060 -0.5788
H -0.4936 -2.9385 0.9053
C -4.5339 1.9147 0.1145
Si -3.3083 0.5927 -0.4962
C -4.3785 -0.9028 -1.0008
C -2.3800 -0.0001 1.0336
N -2.2273 1.2016 -1.6599
C -2.6379 1.6375 -2.8788
C -3.9790 1.5951 -3.3587
C -4.3567 2.0277 -4.6206
C -3.4299 2.5555 -5.5051
C -2.1063 2.6590 -5.0770
C -1.7527 2.2333 -3.8210
F -0.4559 2.3975 -3.4606
H -5.1232 1.5432 0.9620
H -5.2295 2.2350 -0.6671
H -3.9752 2.7931 0.4491
H -4.9359 -1.2908 -0.1411
H -3.7349 -1.7024 -1.3820
H -5.0992 -0.6663 -1.7858
H -2.9082 -0.8259 1.5226
H -2.2732 0.8171 1.7508
H -1.3803 -0.3390 0.7546
H -4.7353 1.1949 -2.6994
H -5.3991 1.9496 -4.9161
H -3.7185 2.8703 -6.5009
H -1.3429 3.0734 -5.7244
F 1.6383 0.0395 -3.6739
C 0.9789 -0.8565 -4.4199
F 1.8872 -1.7855 -4.8078
F 0.5864 -0.2214 -5.5509
C -0.2473 -1.5257 -3.7003
O -0.6891 -2.4966 -4.3134
O -0.6319 -1.0118 -2.6230
S 2.8568 2.1913 -0.4505
C 1.2287 2.0031 -0.6453

=====

No. 4
Below is 2 unconnected molecules or ions with the total composition C25H37N2O4PS3 in a non-equilibrium geometry, with properties calculated with ωB97M-V/def2-TZVPD.

Results
- Orbital gap: 7.836 eV
- Largest force on an atom: 4.9 eV/Å
- E_LUMO: 0.05 eV
- Energy relative to the best compared isomer or geometry (same formula, charge and spin): 716.3 kJ/mol

Element x y z (Å)
C 1.2059 4.0194 2.2924
C 0.1892 5.2915 2.3010
C -1.3244 4.7901 1.9595
C -1.6159 4.7753 0.3777
C -1.1716 5.9694 -0.5419
C -1.5184 5.9096 -2.0607
N -1.1481 7.0360 -2.9533
C -2.2551 4.6688 -2.6896
P -2.6439 4.6801 -4.5551
S -4.5611 4.3574 -4.9145
C -2.6743 3.4429 -1.8033
C -2.3438 3.5769 -0.2782
S -2.8976 2.1305 0.7739
C -2.5271 0.6922 -0.3658
C -1.9740 -0.6400 0.1893
C -1.6790 -1.8159 -0.7750
C -1.1352 -3.1789 -0.1265
C 0.0257 -3.8900 -0.9864
C 1.4044 -3.9621 -0.1376
C 2.1000 -2.4936 -0.0676
C 3.2287 -2.4667 1.1086
C 4.3365 -1.3014 0.8317
O 5.6425 -1.8843 0.5734
C 5.8627 -2.1288 -0.8019
C 7.3397 -2.6319 -1.2089
O 5.0155 -2.0297 -1.7213
C -1.9614 -1.5841 -2.2834
O -1.7489 -2.6368 -3.2472
C -2.4906 -0.2138 -2.8545
C -2.7986 0.9855 -1.8882
N -3.3343 2.2631 -2.3959
H 2.2858 4.3253 2.5171
H 0.8995 3.3070 3.1514
H 1.1964 3.4897 1.2788
H 0.5507 6.0580 1.5393
H 0.2326 5.6925 3.3855
H -1.4063 3.7499 2.4411
H -2.1098 5.4489 2.4927
H -0.6047 6.8549 -0.0772
H -0.2509 6.8641 -3.4258
H -1.0996 7.8903 -2.3658
H -2.2317 5.8972 -5.1946
H -1.9154 3.5855 -5.1388
H -1.8002 -0.6885 1.3263
H -1.9990 -3.8856 0.1598
H -0.6564 -2.8729 0.8798
H 0.2827 -3.3640 -1.9642
H -0.2922 -4.9925 -1.1390
H 2.1762 -4.6763 -0.5864
H 1.2168 -4.2626 0.9569
H 2.5328 -2.1913 -1.0816
H 1.3220 -1.7005 0.2588
H 2.7513 -2.3104 2.1466
H 3.7533 -3.4978 1.1751
H 3.9713 -0.5661 0.0411
H 4.4504 -0.6881 1.8068
H 7.8307 -1.8024 -1.8156
H 7.9401 -2.8730 -0.2537
H 7.1687 -3.5778 -1.8498
H -0.8770 -2.4085 -3.6558
H -2.6676 -0.1498 -3.9845
H -4.3515 2.3664 -2.1960
C -1.5936 -5.8082 2.7095
S -2.7933 -4.5427 3.1793
O -2.2224 -3.2163 2.7910
C -2.5702 -4.7269 4.9616
H -1.5363 -5.8436 1.6204
H -0.6113 -5.5596 3.1163
H -1.9217 -6.7787 3.0860
H -1.5271 -4.5458 5.2271
H -2.8660 -5.7331 5.2638
H -3.2044 -3.9971 5.4662

=====

No. 5
Below is a molecular structure, C11H23CeINO2P2 in a non-equilibrium geometry, with properties calculated with ωB97M-V/def2-TZVPD.

Results
- Orbital gap (spin up / spin down): 3.100 / 3.029 eV
- Largest force on an atom: 4.3 eV/Å
- E_LUMO (spin up / spin down): -15.51 / -15.58 eV
- Total charge: +3

Element x y z (Å)
Ce -0.0059 -1.1903 -0.0169
P -2.5920 0.4115 -0.3539
C -2.3322 1.0714 -2.0664
C -0.9067 1.1165 -2.5644
N 0.1644 0.6631 -1.8371
C 1.3841 1.2092 -2.1082
C 1.5976 1.9886 -3.2485
C 0.5215 2.3725 -4.0540
C -0.7399 1.8958 -3.7110
C 2.6395 0.9794 -1.2616
P 2.7836 -0.6722 -0.4243
H -1.6516 2.1944 -4.2413
H 2.6167 2.3379 -3.4457
H 0.6667 3.0176 -4.9265
H 3.5040 1.0429 -1.9477
H 2.7641 1.7554 -0.4814
H -3.0763 0.6908 -2.7772
H -2.6209 2.1414 -2.0242
H -1.8583 -3.5544 -3.5123
O -2.3921 -3.4655 -4.3072
H -1.9562 -2.7799 -4.8431
H -1.5315 -2.0631 0.4981
O 0.7330 -3.1884 0.0293
H 0.9583 -3.6660 -0.7975
C 3.4643 -1.7154 -1.7691
H 4.4463 -1.3456 -2.0951
H 3.5629 -2.7350 -1.3672
H 2.7725 -1.7345 -2.6232
C 4.2555 -0.4237 0.6366
H 4.3021 -1.2890 1.3135
H 5.1879 -0.3878 0.0497
H 4.1524 0.4829 1.2498
C -3.5505 1.9042 0.0848
H -4.5048 1.9203 -0.4575
H -3.7095 1.9523 1.1625
H -2.9836 2.7976 -0.2082
C -3.9200 -0.8520 -0.5350
H -4.0703 -1.2598 0.4744
H -4.8564 -0.4212 -0.9062
H -3.6198 -1.6861 -1.1814
I 1.0083 0.3387 2.3069

=====

No. 6
Below is a gas-phase ion, C11H19O (charge +1) in a non-equilibrium geometry, with properties calculated with ωB97M-V/def2-TZVPD.

Results
- Orbital gap (spin up / spin down): 7.442 / 5.962 eV
- Largest force on an atom: 4.7 eV/Å
- E_LUMO (spin up / spin down): -2.84 / -8.10 eV
- Energy relative to the best compared isomer or geometry (same formula, charge and spin): 0.0 kJ/mol
- Total charge: +1
- Spin multiplicity: 3

Element x y z (Å)
C -0.8540 -0.9890 -0.5572
C 1.8869 -0.3182 0.9176
C -1.7868 -0.2301 -0.3142
C 2.0700 -1.6176 0.2797
C 2.4712 3.1746 -0.7008
C -5.0113 -0.2546 0.3501
C 0.0319 -1.9927 -1.1386
C 2.6066 0.8512 0.5110
C 0.8805 -2.4918 0.0044
C 1.8672 1.7050 -0.6329
C -3.6608 0.1896 0.9708
O -2.6964 0.5910 0.0764
H 2.9365 -1.5399 -0.5103
H 2.5256 -2.0904 1.0666
H 1.1181 -0.1270 1.6561
H 3.3948 3.1664 -1.4701
H 2.7969 3.6659 0.3422
H 1.7842 3.8895 -1.1279
H -4.6674 -0.1791 -0.6869
H -5.0850 -1.2626 0.6187
H -5.7542 0.4048 0.6522
H 0.5949 -1.4644 -1.9473
H -0.5656 -2.7079 -1.5303
H 3.5403 0.6245 0.1034
H 2.6428 1.5427 1.3149
H 1.2723 -3.4154 -0.3394
H 0.2204 -2.7267 0.9403
H 0.8304 1.8662 -0.4247
H 1.8889 1.3195 -1.6841
H -3.3068 -0.5807 1.6794
H -3.9721 0.9973 1.5812

=====

| no. | energy (Ha) |
| --- | --- |
| 1 | -399.8664 |
| 2 | -2858.1580 |
| 3 | -4281.7041 |
| 4 | -2920.8065 |
| 5 | -2092.4766 |
| 6 | -505.2226 |